1.
Below is C26H43F3O2P2Tc as an isolated structure in a non-equilibrium geometry, with properties calculated with ωB97M-V/def2-TZVPD.

The LUMO energy (alpha / beta) comes out at -6.33 / -8.97 eV. The value obtained for the largest force on an atom is 0.068 hartree/bohr. The expectation value of S² is 3.78. The HOMO energy (alpha / beta) is -13.38 / -13.37 eV. Its energy relative to the best compared isomer or geometry (same formula, charge and spin) is 0.000 eV. The calculation puts the orbital gap (alpha / beta) at 0.2589 / 0.1620 hartree.

The geometry in ORCA input format:
```
! RIJCOSX wB97M-V def2-TZVPD def2/J DEFGRID3
* xyz 2 4
Tc 0.012 0.000 -0.101
C 1.480 -0.903 1.245
C 0.621 -0.004 1.975
C -0.696 -1.723 1.096
C 0.663 -1.958 0.696
C -0.725 -0.523 1.892
C 2.969 -0.883 1.203
H 3.362 0.095 1.493
H 3.336 -1.138 0.200
H 3.382 -1.634 1.895
C 1.193 -3.161 -0.004
H 2.173 -2.948 -0.445
H 0.520 -3.482 -0.810
H 1.300 -4.006 0.690
C -1.862 -2.625 0.880
H -1.839 -3.471 1.584
H -1.861 -3.041 -0.135
H -2.806 -2.087 1.025
C -1.900 -0.051 2.683
H -2.028 -0.673 3.583
H -2.829 -0.131 2.105
H -1.771 0.985 3.011
C 1.055 1.086 2.896
H 1.130 0.714 3.931
H 0.330 1.911 2.900
H 2.038 1.478 2.611
C 3.022 5.766 -3.534
C 3.739 5.897 -2.409
C 3.697 7.045 -1.439
C 2.381 7.860 -1.400
C 1.136 7.057 -1.147
C 0.366 6.428 -2.046
C 0.536 6.420 -3.539
C 1.967 6.696 -4.063
H 4.515 7.754 -1.655
H 2.314 8.465 -2.314
H 3.906 6.656 -0.430
H 2.210 7.753 -3.891
H 3.268 4.942 -4.217
H 4.536 5.176 -2.206
H 1.934 6.571 -5.154
H 0.192 5.448 -3.927
H -0.561 5.957 -1.702
H -0.129 7.173 -3.995
H 2.480 8.577 -0.573
H 0.808 7.072 -0.100
P 1.481 1.617 -1.094
P -1.725 1.635 -0.434
C 0.373 2.883 -1.907
C -1.099 2.459 -1.982
H 0.776 3.039 -2.918
H 0.492 3.837 -1.372
H -1.753 3.320 -2.172
H -1.265 1.749 -2.807
C -3.332 0.933 -0.898
H -3.787 0.449 -0.026
H -3.192 0.168 -1.672
H -4.000 1.723 -1.266
C -2.023 2.985 0.742
H -2.537 3.817 0.246
H -1.067 3.340 1.148
H -2.637 2.610 1.569
C 2.428 0.907 -2.475
H 3.045 0.083 -2.093
H 3.074 1.670 -2.931
H 1.753 0.456 -3.212
C 2.679 2.551 -0.098
H 2.194 2.921 0.814
H 3.083 3.402 -0.662
H 3.494 1.878 0.195
F -1.953 -3.427 -2.664
C -1.537 -2.368 -3.430
F -1.081 -2.868 -4.601
F -2.645 -1.620 -3.697
C -0.431 -1.587 -2.660
O 0.750 -1.715 -2.958
O -0.941 -0.869 -1.710
*
```

---

2.
Below is C26H43HfN7O2P as an isolated structure in a non-equilibrium geometry, with properties calculated with ωB97M-V/def2-TZVPD.

The LUMO energy comes out at -8.71 eV. The value obtained for the largest force on an atom is 0.053 hartree/bohr. The HOMO energy is -16.66 eV. Its energy relative to the best compared isomer or geometry (same formula, charge and spin) is 0.000 eV. The calculation puts the orbital gap at 0.2919 hartree.

The geometry in ORCA input format:
```
! RIJCOSX wB97M-V def2-TZVPD def2/J DEFGRID3
* xyz 3 1
Hf 0.461 -0.567 0.266
O 2.234 0.419 0.664
C 2.404 0.347 -0.609
O 2.014 -0.769 -1.119
C 2.405 1.570 -1.409
P 0.451 1.635 -1.341
C 0.170 3.330 -0.778
C -0.352 3.537 0.501
C -0.525 4.826 0.977
C -0.170 5.905 0.179
C 0.365 5.700 -1.087
C 0.537 4.414 -1.573
C -0.017 1.576 -3.093
C 0.660 0.746 -3.987
C 0.296 0.730 -5.324
C -0.753 1.520 -5.772
C -1.447 2.325 -4.878
C -1.087 2.353 -3.541
H 2.770 1.462 -2.425
H 2.836 2.421 -0.891
H -0.611 2.676 1.113
H -0.935 4.999 1.963
H -0.312 6.913 0.545
H 0.649 6.548 -1.695
H 0.955 4.257 -2.560
H 1.478 0.118 -3.651
H 0.844 0.111 -6.022
H -1.028 1.511 -6.818
H -2.262 2.945 -5.225
H -1.619 3.002 -2.856
C -3.163 0.131 1.959
C -3.031 -0.767 0.733
C -2.680 -2.192 1.151
C -4.323 -0.755 -0.081
N -1.884 -0.290 -0.163
N -2.113 0.999 -0.773
H -4.108 -0.086 2.455
H -3.185 1.194 1.711
H -2.371 -0.060 2.683
H -3.397 -2.536 1.896
H -1.686 -2.240 1.605
H -2.728 -2.880 0.305
H -5.108 -1.268 0.474
H -4.201 -1.277 -1.034
H -4.675 0.259 -0.272
H -1.907 -0.949 -0.944
H -2.385 1.659 -0.053
H -2.886 0.950 -1.432
C 1.393 -4.364 -3.302
N 0.480 -4.454 -2.148
C -0.151 -5.762 -1.893
C 0.240 -3.435 -1.418
N -0.008 -2.507 -0.749
H 0.842 -4.585 -4.215
H 2.193 -5.092 -3.181
H 1.824 -3.369 -3.370
H -0.802 -6.022 -2.726
H -0.735 -5.740 -0.976
H 0.629 -6.516 -1.805
C 1.769 -2.678 1.994
N 2.164 -1.615 2.906
C 3.606 -1.537 3.158
C 1.322 -0.600 3.177
N 0.260 -0.406 2.344
N 1.503 0.153 4.254
C 0.852 1.455 4.389
C 2.209 -0.305 5.455
H 2.314 -3.578 2.274
H 2.035 -2.449 0.945
H 0.706 -2.896 2.095
H 4.137 -1.656 2.212
H 3.933 -2.324 3.837
H 3.872 -0.568 3.568
H -0.393 0.241 2.770
H 0.763 1.947 3.421
H 1.475 2.084 5.021
H -0.128 1.372 4.866
H 2.398 -1.372 5.412
H 1.570 -0.109 6.316
H 3.148 0.230 5.596
*
```

---

3.
Below is C26H43N5O10Sr2 as an isolated structure in a non-equilibrium geometry, with properties calculated with ωB97M-V/def2-TZVPD.

The LUMO energy comes out at -7.93 eV. The value obtained for the largest force on an atom is 0.099 hartree/bohr. The HOMO energy is -12.85 eV. The calculation puts the orbital gap at 0.1807 hartree.

The geometry in ORCA input format:
```
! RIJCOSX wB97M-V def2-TZVPD def2/J DEFGRID3
* xyz 2 1
N -0.012 4.156 -0.690
H 0.302 3.198 -0.632
H -1.022 4.137 -0.694
H 0.281 4.501 -1.592
H 0.205 4.696 0.136
N -0.332 0.648 5.335
H -1.028 1.326 5.610
H -0.739 -0.147 4.864
H 0.354 0.434 6.045
H 0.052 1.120 4.529
Sr -0.923 0.425 1.144
Sr -1.022 4.159 3.275
C -0.850 1.623 -3.405
C 0.206 1.006 -2.456
O -0.037 1.264 -1.051
H -0.546 1.383 -4.423
H -1.208 2.650 -3.332
H -1.730 0.981 -3.412
H 1.151 1.458 -2.757
H 0.376 -0.055 -2.641
C -3.648 -0.621 3.127
C -2.496 -1.367 3.841
O -1.216 -1.087 3.323
H -3.439 0.444 3.227
H -4.565 -0.742 3.704
H -3.762 -0.832 2.064
H -2.818 -2.407 3.902
H -2.523 -0.995 4.865
C -4.747 2.347 1.699
C -3.510 2.284 0.823
O -2.314 2.726 1.424
H -5.037 3.397 1.722
H -4.684 2.019 2.737
H -5.488 1.748 1.169
H -3.622 2.775 -0.143
H -3.259 1.244 0.615
C 2.242 0.769 2.008
C 1.787 2.074 2.721
O 0.421 2.046 2.830
H 3.328 0.719 2.080
H 1.973 0.764 0.952
H 1.827 -0.169 2.377
H 2.082 2.944 2.135
H 2.155 2.061 3.747
C 1.655 -4.618 -3.268
C 1.576 -5.472 -2.170
C 1.488 -4.931 -0.929
C 1.350 -3.578 -0.734
C 1.490 -2.732 -1.840
C 1.609 -3.254 -3.130
N 1.032 -3.096 0.627
O 0.274 -2.189 0.670
O 1.757 -3.566 1.525
H 1.696 -4.946 -4.296
H 1.607 -6.538 -2.337
H 1.404 -5.698 -0.173
H 1.423 -1.674 -1.632
H 1.548 -2.591 -3.980
C -2.033 -6.078 0.200
C -2.255 -5.866 -1.187
C -2.493 -4.547 -1.606
C -2.528 -3.447 -0.718
C -2.317 -3.727 0.656
C -2.052 -5.051 1.102
N -2.649 -2.083 -1.234
O -2.467 -1.155 -0.436
O -2.896 -1.874 -2.475
H -1.911 -7.116 0.472
H -2.134 -6.718 -1.840
H -2.749 -4.272 -2.619
H -2.063 -2.950 1.361
H -1.851 -5.230 2.148
C 3.475 2.306 -1.533
C 3.395 3.544 -0.894
C 3.929 4.668 -1.477
C 4.691 4.618 -2.642
C 4.742 3.381 -3.294
C 4.168 2.220 -2.781
N 5.266 5.757 -3.376
O 6.247 5.467 -3.994
O 4.709 6.866 -3.409
H 3.205 1.320 -1.186
H 2.935 3.579 0.083
H 3.943 5.576 -0.892
H 5.291 3.273 -4.217
H 4.325 1.315 -3.348
*
```

---

Please write out number 2 again, unchanged.
Below is C26H43HfN7O2P as an isolated structure in a non-equilibrium geometry, with properties calculated with ωB97M-V/def2-TZVPD.

The LUMO energy comes out at -8.71 eV. The value obtained for the largest force on an atom is 0.053 hartree/bohr. The HOMO energy is -16.66 eV. Its energy relative to the best compared isomer or geometry (same formula, charge and spin) is 0.000 eV. The calculation puts the orbital gap at 0.2919 hartree.

The geometry in ORCA input format:
```
! RIJCOSX wB97M-V def2-TZVPD def2/J DEFGRID3
* xyz 3 1
Hf 0.461 -0.567 0.266
O 2.234 0.419 0.664
C 2.404 0.347 -0.609
O 2.014 -0.769 -1.119
C 2.405 1.570 -1.409
P 0.451 1.635 -1.341
C 0.170 3.330 -0.778
C -0.352 3.537 0.501
C -0.525 4.826 0.977
C -0.170 5.905 0.179
C 0.365 5.700 -1.087
C 0.537 4.414 -1.573
C -0.017 1.576 -3.093
C 0.660 0.746 -3.987
C 0.296 0.730 -5.324
C -0.753 1.520 -5.772
C -1.447 2.325 -4.878
C -1.087 2.353 -3.541
H 2.770 1.462 -2.425
H 2.836 2.421 -0.891
H -0.611 2.676 1.113
H -0.935 4.999 1.963
H -0.312 6.913 0.545
H 0.649 6.548 -1.695
H 0.955 4.257 -2.560
H 1.478 0.118 -3.651
H 0.844 0.111 -6.022
H -1.028 1.511 -6.818
H -2.262 2.945 -5.225
H -1.619 3.002 -2.856
C -3.163 0.131 1.959
C -3.031 -0.767 0.733
C -2.680 -2.192 1.151
C -4.323 -0.755 -0.081
N -1.884 -0.290 -0.163
N -2.113 0.999 -0.773
H -4.108 -0.086 2.455
H -3.185 1.194 1.711
H -2.371 -0.060 2.683
H -3.397 -2.536 1.896
H -1.686 -2.240 1.605
H -2.728 -2.880 0.305
H -5.108 -1.268 0.474
H -4.201 -1.277 -1.034
H -4.675 0.259 -0.272
H -1.907 -0.949 -0.944
H -2.385 1.659 -0.053
H -2.886 0.950 -1.432
C 1.393 -4.364 -3.302
N 0.480 -4.454 -2.148
C -0.151 -5.762 -1.893
C 0.240 -3.435 -1.418
N -0.008 -2.507 -0.749
H 0.842 -4.585 -4.215
H 2.193 -5.092 -3.181
H 1.824 -3.369 -3.370
H -0.802 -6.022 -2.726
H -0.735 -5.740 -0.976
H 0.629 -6.516 -1.805
C 1.769 -2.678 1.994
N 2.164 -1.615 2.906
C 3.606 -1.537 3.158
C 1.322 -0.600 3.177
N 0.260 -0.406 2.344
N 1.503 0.153 4.254
C 0.852 1.455 4.389
C 2.209 -0.305 5.455
H 2.314 -3.578 2.274
H 2.035 -2.449 0.945
H 0.706 -2.896 2.095
H 4.137 -1.656 2.212
H 3.933 -2.324 3.837
H 3.872 -0.568 3.568
H -0.393 0.241 2.770
H 0.763 1.947 3.421
H 1.475 2.084 5.021
H -0.128 1.372 4.866
H 2.398 -1.372 5.412
H 1.570 -0.109 6.316
H 3.148 0.230 5.596
*
```

---

> What is the formula in the second record?

C26H43HfN7O2P